The following is a quantum chemistry calculation of 10 unconnected molecules or ions with the total composition C44H60NO22 in a non-equilibrium geometry, from the Open Molecules 2025 dataset.

## Properties
Kohn-Sham gap = 0.2073 Ha
E_LUMO = -4.48 eV
E_HOMO = -10.1 eV
Relative energy (zero: lowest compared OMol25 entry of this formula, charge and spin) = 179.2 kJ/mol
F_max = 18.4 eV/A

Geometry as ORCA input:
```
! wB97M-V def2-TZVPD RIJCOSX def2/J DEFGRID3
* xyz 1 1
C 36.4350 16.4920 35.3720
N 37.7520 16.8030 35.8530
C 38.2110 15.6930 36.8120
C 38.7450 17.0660 34.7050
C 37.6370 18.0060 36.8040
C 39.0200 18.5170 37.3330
O 39.0130 19.7260 38.0380
H 36.2010 15.5330 34.9210
H 36.3180 17.1790 34.6510
H 35.6800 16.4490 36.1930
H 39.1530 15.8630 37.2590
H 38.2050 14.8020 36.1320
H 37.5310 15.4330 37.6280
H 38.5440 16.1860 34.0500
H 39.8190 17.0380 35.2520
H 38.3470 17.9870 34.1540
H 37.0590 17.8370 37.7060
H 37.0830 18.9330 36.3370
H 39.5470 19.0170 36.3480
H 39.6050 17.8050 37.8620
H 39.0790 19.6280 38.9970
C 39.3330 16.1160 30.0580
C 37.8770 16.0110 30.5260
C 36.8740 15.4430 29.6520
O 35.6260 15.4540 29.8900
C 37.3050 14.8510 28.4150
C 38.8370 14.8480 27.8810
C 39.7750 15.5220 28.8460
O 40.9230 15.6140 28.5740
O 39.2880 14.1610 26.8520
O 37.4190 16.5690 31.6870
H 40.0280 16.7010 30.5640
H 36.5250 14.3080 27.8940
H 38.5110 13.9250 26.3780
H 36.6500 16.4390 31.5960
C 39.2670 12.8530 31.9010
C 39.4780 12.0480 30.6360
C 38.4040 11.2990 30.0270
O 38.5940 10.5990 29.0400
C 37.0840 11.4130 30.6720
C 36.9550 12.1820 31.9300
C 38.0050 12.8710 32.5490
O 37.8210 13.6380 33.4550
O 35.6110 12.4270 32.3710
O 40.6550 11.9810 30.0780
H 40.1140 13.4420 32.2460
H 36.3370 11.1700 30.1920
H 34.8940 11.8520 31.8090
H 40.5660 11.4530 29.3160
C 34.4650 17.5520 38.8810
C 34.9910 16.2140 39.3340
C 34.1640 15.0800 39.2760
O 34.5080 13.9960 39.6330
C 32.8590 15.1400 38.5830
C 32.4220 16.5020 37.9790
C 33.1120 17.7120 38.3650
O 32.6260 18.8210 38.2000
O 31.2750 16.7840 37.3370
O 36.2350 16.0150 39.8980
H 35.0130 18.4600 39.0310
H 32.4480 14.2430 38.2260
H 31.3870 17.6360 37.2570
H 36.3440 15.2220 40.0180
C 37.8240 18.6500 28.1300
C 39.3570 18.9400 27.6390
C 40.3040 19.4900 28.5080
O 41.4540 19.6120 28.2560
C 39.8280 19.9150 29.8090
C 38.3960 19.5750 30.3890
C 37.3320 18.9100 29.4880
O 36.2020 18.7560 29.8630
O 37.9570 19.7410 31.6490
O 39.6630 18.5970 26.3240
H 37.2390 18.1450 27.3420
H 40.3610 20.1660 30.6550
H 38.6170 19.8840 32.4260
H 40.5880 18.6320 26.3950
C 34.6740 20.1190 32.7230
C 34.3650 20.1380 34.2150
O 35.0450 19.5940 35.0400
C 33.2200 20.9730 34.6920
H 35.0690 19.0880 32.2450
H 35.5760 20.8020 32.6940
H 33.9220 20.5950 32.2520
H 32.9020 20.4210 35.6880
H 32.3620 21.2170 34.1920
H 33.6890 21.9580 34.7750
C 34.1000 12.2820 36.2590
C 35.5990 12.5020 36.3860
O 36.1320 13.4880 36.8900
C 36.4130 11.1730 36.1920
H 33.7350 11.2290 36.6020
H 33.8070 12.0980 35.3020
H 33.6540 13.1520 36.7810
H 37.5110 11.2920 36.1700
H 36.5000 10.8380 35.1870
H 36.2390 10.3440 36.9020
C 37.8880 21.3640 34.9930
C 39.3490 21.2600 34.6340
O 39.6650 20.5260 33.7450
C 40.1950 22.1760 35.4090
H 37.0560 20.8990 34.5770
H 37.4370 22.4410 34.9990
H 37.7850 21.1410 36.1090
H 39.9740 22.3510 36.4230
H 40.2420 23.1060 35.0670
H 41.1420 21.7380 35.2930
C 35.5730 20.8730 38.6520
C 35.9080 22.3000 38.3770
O 35.8790 22.8510 37.2610
C 36.4300 22.9650 39.7850
H 34.7130 20.8380 39.2720
H 36.3160 20.4650 39.3710
H 35.6590 20.4850 37.7350
H 36.9930 22.2410 40.3870
H 35.5970 23.6310 40.0750
H 36.8860 23.9050 39.5060
C 33.4920 14.6990 33.8980
C 33.6140 16.1640 33.2080
O 34.5560 16.4020 32.6020
C 32.6540 17.2240 33.6570
H 33.2770 14.6620 35.1250
H 34.5640 14.1240 33.5920
H 32.6060 14.1550 33.4300
H 32.7020 17.6360 34.7190
H 31.6110 16.7440 33.5200
H 32.7250 18.1220 33.1300
*
```